Molecular formula: C8H19N3O
Method: DFT, ωB97M-V with the def2-TZVPD basis set

Cartesian coordinates (Å):
C (3.984461, -0.713808, 1.184766)
C (3.547343, -0.342900, -0.218583)
C (2.409652, -1.119030, -0.795931)
C (-4.773766, -1.034914, -0.683862)
C (-4.153942, -0.005783, 0.242537)
C (-2.752360, -0.087423, 0.709906)
C (-1.796155, -1.158962, 0.274571)
C (-3.157894, 2.251560, 0.158814)
H (4.985366, -1.144846, 1.170464)
H (3.986875, 0.190061, 1.801628)
H (3.290159, -1.431082, 1.603989)
H (2.659043, -2.187271, -0.811122)
H (2.225845, -0.778366, -1.852443)
H (1.240258, 0.084723, 0.358652)
H (1.122639, -1.471216, 0.735279)
H (5.135245, 1.158001, 0.572565)
H (-5.488419, -0.540921, -1.354696)
H (-4.038539, -1.550431, -1.296480)
H (-5.309282, -1.782530, -0.108806)
H (-4.847511, 0.488921, 0.930911)
H (-2.521443, 0.354443, 1.687317)
H (-2.182870, -1.826457, -0.486922)
H (-0.887888, -0.659530, -0.103919)
H (-1.486768, -1.764345, 1.129392)
H (-3.399057, 2.383402, 1.240237)
H (-2.158782, 2.692959, 0.035081)
H (-3.858115, 2.851650, -0.446783)
N (1.170043, -0.844964, -0.046707)
N (3.817646, 0.768700, -0.802699)
N (-3.130103, 0.890159, -0.286750)
O (4.835762, 1.562891, -0.260570)

Forces on the atoms, in the same order (eV/Å):
C 0.446 0.332 -0.711
C -0.208 1.200 0.473
C -0.407 0.667 -1.397
C -0.097 0.604 0.016
C -0.408 0.206 0.066
C 0.329 -0.073 0.263
C 0.617 0.507 0.271
C 0.119 0.964 0.298
H 0.068 -0.060 0.190
H 0.025 -0.202 0.186
H -0.006 -0.098 0.123
H -0.315 0.156 0.065
H 0.431 -0.411 0.931
H -0.133 0.045 -0.191
H -0.278 -0.329 0.408
H 0.021 0.116 -0.190
H 0.123 -0.141 0.102
H 0.066 0.137 -0.009
H -0.140 -0.139 0.142
H 0.035 -0.254 -0.125
H -0.208 -0.236 -0.137
H -0.067 0.041 -0.131
H -0.633 -0.517 0.001
H -0.076 -0.093 0.037
H -0.166 -0.202 -0.433
H -0.185 -0.105 -0.096
H 0.187 -0.272 0.267
N 0.924 -0.216 -0.080
N 0.688 -0.712 -0.146
N -0.175 -0.460 -0.485
O -0.575 -0.453 0.292

Summary:
Energy above the lowest of the compared OMol25 structures with the same formula, charge and spin   61.7 kcal/mol
Charge   0
Electronic energy   -555.59978 Ha
SMILES   C[C@@H]1[C@H](C)N1C.C/C(CN)=N\O
Frontier orbital gap   9.3 eV
HOMO   -8.7 eV